{
  "formula": "C32H77O13P",
  "method": "ωB97M-V with the def2-TZVPD basis set",
  "orbital_gap_ha": 0.3224,
  "fmax_ev_per_a": 0.27,
  "multiplicity": 1,
  "homo_ev": -8.23,
  "smiles": "COCCCCCCC[PH4].COCCOCCOC.COCCOCCOC.COCCOCCOC.COCCOCCOC",
  "symbols": ["P", "O", "O", "O", "O", "O", "O", "O", "O", "O", "O", "O", "O", "O", "C", "C", "C", "C", "C", "C", "C", "C", "C", "C", "C", "C", "C", "C", "C", "C", "C", "C", "C", "C", "C", "C", "C", "C", "C", "C", "C", "C", "C", "C", "C", "C", "H", "H", "H", "H", "H", "H", "H", "H", "H", "H", "H", "H", "H", "H", "H", "H", "H", "H", "H", "H", "H", "H", "H", "H", "H", "H", "H", "H", "H", "H", "H", "H", "H", "H", "H", "H", "H", "H", "H", "H", "H", "H", "H", "H", "H", "H", "H", "H", "H", "H", "H", "H", "H", "H", "H", "H", "H", "H", "H", "H", "H", "H", "H", "H", "H", "H", "H", "H", "H", "H", "H", "H", "H", "H", "H", "H", "H"],
  "xyz": [[3.4512, -2.7259, -1.2520], [-6.6713, 0.3106, 5.5955], [-5.8811, -2.6164, 5.2589], [5.6193, 0.0346, 3.3793], [-3.5351, -0.7438, 0.2798], [3.6040, 0.0471, 6.6663], [4.6410, 1.8557, -6.7801], [3.3067, 3.5806, -2.8177], [-5.5402, -2.8702, 1.1599], [2.7719, 2.5850, -9.0749], [-6.6883, -0.6411, 8.4985], [-5.8955, -2.5106, -1.8633], [2.5830, 0.0550, 3.7987], [5.3606, 1.9790, -10.5817], [3.0761, 1.3122, -8.5317], [5.6284, 1.3838, -11.8279], [0.2859, 0.7467, -1.2158], [-6.8964, -2.5461, -0.8663], [3.8667, 3.4345, -9.3700], [-6.3389, -0.0242, 9.7135], [3.4968, 1.1371, 3.7330], [-4.2046, -3.0227, 0.7104], [-7.7064, -0.3102, 6.3375], [2.4503, 2.6864, -2.1320], [-3.2966, -1.8760, 1.0905], [6.3749, -0.6459, 2.4086], [-6.1432, -3.4086, -2.9180], [-5.3886, -0.2889, 5.6632], [4.3210, 4.1229, -2.0021], [-5.2235, -1.4762, 4.7439], [2.3505, -0.3480, -0.0531], [-6.3828, -1.9860, 0.4394], [3.1502, 0.6361, 7.8614], [3.3562, 1.3337, -7.0469], [3.3790, -0.8430, -1.0666], [2.6530, -0.8241, 6.0888], [-3.0810, 0.4504, 0.8713], [1.4634, 2.1234, -3.1406], [2.9422, -1.0412, 4.6221], [-7.7078, 0.0503, 7.8047], [4.6566, 0.8937, 2.7964], [-6.1697, -3.5581, 4.2482], [4.5419, 3.1271, -10.6862], [0.6751, 0.8720, -2.7048], [0.8765, -0.4565, -0.4667], [4.7693, 2.3103, -5.4512], [4.7032, 1.0891, -12.3368], [-3.5601, 0.6277, 1.8416], [2.5049, -0.9149, 0.8735], [0.7237, -1.3442, -1.0889], [6.1861, 2.0579, -12.4897], [6.2315, 0.4975, -11.6417], [-7.7627, -1.9472, -1.1826], [3.5330, -4.1893, -1.3182], [2.9685, -0.1134, 8.6411], [4.2715, 0.4549, 1.8662], [1.9375, 3.2256, -1.3261], [4.3838, -0.5704, -0.7154], [0.7731, 2.9240, -3.4161], [-5.2551, -3.9347, 3.7762], [0.5290, 1.6609, -0.6683], [3.0397, 1.8856, -1.6742], [-5.5311, -0.6060, 10.1527], [-5.6211, -1.2250, 3.7516], [-2.2530, -2.2064, 0.9785], [2.5526, 0.6933, 0.2203], [-5.9962, 1.0050, 9.5548], [3.2805, 0.3039, -6.6651], [3.9274, 1.3165, 8.2032], [5.7293, -1.2505, 1.7588], [7.0747, -1.3057, 2.9174], [-5.1299, -0.5650, 6.6882], [0.2821, -0.6216, 0.4352], [-6.7924, -3.1183, 3.4633], [1.6421, -0.4108, 6.1998], [-3.4592, -1.6263, 2.1477], [2.2367, -2.7885, -1.9876], [4.5443, 5.1260, -2.3644], [4.6643, 1.4866, -4.7324], [5.1204, 1.8596, 2.5491], [2.5882, 1.9379, -6.5458], [3.7758, 2.9770, -11.4579], [2.1739, 0.7155, -8.6829], [4.0234, 3.0718, -5.2065], [2.3120, -1.8682, 4.2873], [-7.2382, -3.5772, -0.7070], [3.5098, -2.8247, 0.1794], [-7.1810, -0.0025, 10.4161], [-1.9937, 0.4363, 1.0176], [3.9895, -1.3197, 4.4826], [-7.0697, -3.1643, -3.4516], [-3.3353, 1.2646, 0.1955], [3.9040, 0.8374, -9.0638], [-0.7978, 0.6292, -1.1552], [-7.6881, -1.3959, 6.2165], [3.8622, 1.4165, 4.7239], [-4.1605, -3.2057, -0.3656], [-5.3084, -3.3322, -3.6117], [2.0328, 1.8881, -4.0420], [4.0106, 4.1932, -0.9547], [-6.6989, -4.3874, 4.7138], [-0.2379, 0.8599, -3.3010], [5.1501, 3.9963, -10.9763], [6.9432, 0.0441, 1.7725], [2.9195, 1.9692, 3.3236], [-8.6344, 0.0760, 5.9101], [-5.9009, -1.0201, 0.2730], [2.2234, 1.1993, 7.7015], [-4.6952, 0.4839, 5.3230], [-8.6903, -0.2093, 8.2254], [5.7668, 2.7351, -5.3514], [-4.1474, -1.6817, 4.6326], [-3.8326, -3.9088, 1.2300], [2.6785, -1.7997, 6.5958], [4.6557, -2.6335, -1.9957], [3.4361, 4.4346, -9.4546], [-7.5699, 1.1342, 7.9098], [-7.2495, -1.8349, 1.0875], [3.2548, -0.3989, -2.0595], [5.2314, 3.5151, -2.0522], [4.6008, 3.4356, -8.5610], [1.2232, -0.0260, -2.9984], [-6.2163, -4.4406, -2.5548]],
  "mulliken_charge": [0.123, -0.433, -0.380, -0.342, -0.252, -0.270, -0.410, -0.348, -0.254, -0.436, -0.269, -0.234, -0.320, -0.268, -0.526, -0.765, -0.221, -0.767, -0.385, -0.765, -0.603, -0.669, -0.400, -0.206, -0.129, -0.653, -0.784, -0.550, -0.845, -0.178, -0.049, -0.334, -0.766, -0.352, -1.127, -0.658, -0.616, -0.105, -0.430, -0.569, 0.223, -0.518, -0.575, -0.944, -0.747, -0.686, 0.321, 0.271, 0.277, 0.249, 0.314, 0.234, 0.428, 0.081, 0.313, -0.351, 0.404, 0.445, 0.419, 0.223, 0.487, 0.164, 0.234, 0.105, 0.356, 0.215, 0.320, 0.416, 0.235, 0.196, 0.266, 0.245, 0.159, 0.162, 0.350, 0.073, 0.028, 0.275, 0.243, 0.436, 0.197, 0.341, 0.404, 0.329, 0.386, 0.354, 0.003, 0.315, 0.173, 0.243, 0.315, 0.249, 0.236, -0.073, 0.223, 0.239, 0.249, 0.236, -0.411, 0.354, 0.344, 0.483, 0.397, 0.331, 0.444, 0.362, 0.194, 0.322, 0.403, 0.407, 0.366, 0.359, 0.435, 0.414, 0.027, 0.377, 0.340, 0.403, 0.248, 0.278, 0.219, 0.355, 0.328]
}

***

{
  "formula": "C4H8N2O4",
  "method": "ωB97M-V with the def2-TZVPD basis set",
  "orbital_gap_ha": 0.3649,
  "fmax_ev_per_a": 4.04,
  "multiplicity": 1,
  "de_lowest_kcal_mol": 6.6,
  "homo_ev": -9.97,
  "smiles": "CC(=O)C(=O)O.NC(N)=O",
  "symbols": ["O", "O", "O", "O", "N", "N", "C", "C", "C", "C", "H", "H", "H", "H", "H", "H", "H", "H"],
  "xyz": [[-1.6656, 0.2623, 1.2414], [-0.2829, 2.0383, 1.1441], [-1.8682, 0.7264, -1.9293], [0.5498, -1.4264, 0.8262], [0.3171, 0.0180, -1.7886], [-1.3938, -1.4300, -1.3450], [-0.4631, 0.8399, 1.0927], [0.7984, -0.2304, 0.8949], [2.0596, 0.3099, 1.5025], [-1.0671, -0.1561, -1.6840], [-0.7704, -1.8591, -0.6640], [1.8898, 0.5788, 2.5470], [0.5462, 0.9135, -2.2054], [2.8254, -0.4716, 1.5131], [0.8096, -0.7723, -2.1890], [-2.3579, -1.5112, -1.0472], [2.3940, 1.1846, 0.9417], [-2.3209, 0.9853, 1.1489]],
  "mulliken_charge": [-0.414, -0.555, -0.620, -0.595, -0.404, -0.483, 0.564, 0.818, -1.177, 0.444, 0.314, 0.321, 0.230, 0.356, 0.248, 0.264, 0.310, 0.378]
}

***

{
  "formula": "C2H3N5O",
  "method": "ωB97M-V with the def2-TZVPD basis set",
  "orbital_gap_ha": 0.3607,
  "fmax_ev_per_a": 2.60,
  "multiplicity": 1,
  "de_lowest_kcal_mol": 36.5,
  "homo_ev": -10.24,
  "smiles": "[H]/N=c1\\nn[nH]c(=O)[nH]1",
  "symbols": ["O", "N", "N", "N", "N", "N", "C", "C", "H", "H", "H"],
  "xyz": [[0.6671, 2.2341, -1.1586], [0.9497, -0.1745, 1.3973], [-1.3397, -1.8503, -0.5528], [-0.6996, 0.4036, -0.4824], [1.2662, 0.8572, 0.5755], [0.1747, -1.0971, 1.1034], [0.4631, 1.2443, -0.4870], [-0.6118, -0.9528, -0.0439], [1.9086, 1.5051, 0.9658], [-1.4984, -2.6688, 0.0342], [-1.2800, 0.4991, -1.3517]],
  "mulliken_charge": [-0.553, -0.405, -0.603, -0.201, 0.212, -0.193, 0.386, 0.489, 0.269, 0.291, 0.309]
}

***

{
  "formula": "C44H36N4O4P2ReS2Se2",
  "method": "ωB97M-V with the def2-TZVPD basis set",
  "total_charge": 2,
  "orbital_gap_ha": [0.1942, 0.1581],
  "fmax_ev_per_a": 0.37,
  "multiplicity": 2,
  "de_lowest_kcal_mol": 56.5,
  "homo_ev": [-12.25, -12.25],
  "symbols": ["Re", "Se", "Se", "S", "S", "P", "P", "O", "O", "O", "O", "N", "N", "N", "N", "C", "C", "C", "C", "C", "C", "C", "C", "C", "C", "C", "C", "C", "C", "C", "C", "C", "C", "C", "C", "C", "C", "C", "C", "C", "C", "C", "C", "C", "C", "C", "C", "C", "C", "C", "C", "C", "C", "C", "C", "C", "C", "C", "C", "H", "H", "H", "H", "H", "H", "H", "H", "H", "H", "H", "H", "H", "H", "H", "H", "H", "H", "H", "H", "H", "H", "H", "H", "H", "H", "H", "H", "H", "H", "H", "H", "H", "H", "H", "H"],
  "xyz": [[1.5303, -0.5006, 0.0115], [1.1376, 1.3931, 1.2924], [-4.6480, 1.6020, 1.1445], [3.5698, -0.2064, -1.0548], [5.8936, -4.3191, 3.1859], [-4.3789, 0.2327, -0.4263], [-1.1253, 1.7634, 1.0979], [6.4211, -3.1313, 3.8142], [3.0851, -1.6612, -0.8417], [5.6995, -5.2719, 4.3253], [6.6183, -4.9375, 2.1241], [-2.1825, -1.1570, -1.3852], [-0.4370, -0.2830, -0.4869], [0.8597, -2.4202, 0.7023], [-0.8816, -1.2230, -1.3141], [2.6455, -4.0914, 0.8319], [-2.3690, 4.9843, -1.0429], [-2.6133, -0.1539, -0.5945], [-6.6358, 1.3344, -3.5935], [-2.5236, 2.6320, 4.7759], [4.4325, 0.5028, -5.3962], [-2.4166, 0.2291, 4.5950], [-6.3959, -2.9132, 1.1649], [-2.2815, 3.7038, -0.5215], [-4.8530, 0.8274, -2.0608], [-0.3300, 4.3715, 0.7459], [-1.9467, 0.3426, 3.2998], [-5.7734, -1.6836, 1.0050], [-1.7732, 1.6094, 2.7465], [7.2771, 0.2335, 1.4258], [4.0234, -1.0431, -3.5993], [3.8339, -4.5189, 1.4039], [5.9254, -1.0946, -0.0539], [2.3740, -2.4738, 2.6142], [5.2434, 1.1736, 0.5576], [4.2988, -0.8011, -4.9358], [-0.4366, 5.6514, 0.2296], [-5.1814, -1.3650, -0.2127], [-6.4261, -3.8159, 0.1120], [4.0051, 1.3695, -3.1962], [3.5584, -2.9048, 3.1869], [4.2865, 1.5839, -4.5344], [-1.4532, 5.9568, -0.6665], [7.0478, -0.9580, 0.7433], [-2.7057, 1.3734, 5.3306], [-5.7155, 1.8878, -4.4749], [-4.3667, 1.9114, -4.1517], [-6.2081, 0.8069, -2.3870], [6.3881, 1.2958, 1.3305], [1.9514, -3.0517, 1.4255], [-1.4995, 0.4247, -0.0024], [-5.8373, -3.4957, -1.1056], [-1.2582, 3.3954, 0.3738], [4.2917, -3.8979, 2.5550], [5.0440, -0.0202, -0.1228], [-2.0525, 2.7588, 3.4780], [-5.2154, -2.2701, -1.2748], [3.8853, 0.0551, -2.7634], [-3.9322, 1.3820, -2.9448], [-7.6871, 1.3134, -3.8464], [-6.8682, -3.1592, 2.1064], [2.2955, -4.5356, -0.0918], [3.9097, -2.0505, -3.2222], [-3.1644, 5.2199, -1.7369], [5.7285, -2.0166, -0.5860], [0.4652, 4.1520, 1.4476], [0.2739, 6.4100, 0.5284], [4.4100, -1.6326, -5.6177], [-1.9359, 3.7397, 3.0348], [-1.7662, -0.5477, 2.7078], [0.0512, -2.2619, 1.3034], [4.5221, 1.9801, 0.5005], [-2.7593, 3.5182, 5.3491], [-1.5327, 6.9577, -1.0694], [0.5271, -2.9901, -0.0781], [-2.8745, 1.3907, -2.7094], [-6.9207, -4.7705, 0.2346], [-6.0520, 2.2975, -5.4180], [-6.9279, 0.3787, -1.6993], [-5.8730, -4.1981, -1.9275], [-3.0191, 2.9632, -0.7924], [-3.6503, 2.3340, -4.8436], [6.5762, 2.2133, 1.8706], [1.8124, -1.6646, 3.0659], [-2.5763, -0.7489, 5.0284], [4.4199, -5.3000, 0.9387], [3.9301, -2.4429, 4.0916], [4.6496, 0.6800, -6.4407], [-4.7634, -2.0176, -2.2251], [7.7433, -1.7812, 0.8351], [-3.0830, 1.2810, 6.3401], [4.3867, 2.5939, -4.9063], [8.1587, 0.3296, 2.0452], [-5.7598, -0.9623, 1.8129], [3.8802, 2.2032, -2.5157]],
  "mulliken_charge": [1.400, -0.237, -0.183, 0.219, 1.420, 1.210, 0.380, -0.509, -0.526, -0.348, -0.563, -0.365, 0.592, -0.558, -0.863, -0.678, -0.863, -0.264, -0.707, -0.833, -0.444, -0.799, -0.658, -0.097, 0.528, -0.536, -0.277, -0.664, 0.686, -0.527, -0.111, -0.733, -0.382, -0.601, -0.227, -0.844, -0.858, 0.662, -0.455, -0.367, -0.836, -0.779, -0.568, -0.759, -0.526, -0.479, -0.847, -0.709, -0.859, 0.487, 0.506, -0.792, 0.701, 0.353, 0.931, -0.219, -0.316, 0.606, -0.170, 0.422, 0.428, 0.417, 0.421, 0.498, 0.431, 0.497, 0.429, 0.432, 0.435, 0.344, 0.307, 0.429, 0.445, 0.415, 0.436, 0.321, 0.416, 0.404, 0.450, 0.424, 0.271, 0.437, 0.447, 0.485, 0.446, 0.509, 0.467, 0.424, 0.405, 0.476, 0.438, 0.424, 0.440, 0.340, 0.450]
}

***

{
  "formula": "C3H2O2",
  "method": "ωB97M-V with the def2-TZVPD basis set",
  "orbital_gap_ha": 0.3805,
  "fmax_ev_per_a": 3.32,
  "multiplicity": 1,
  "de_lowest_kcal_mol": 48.4,
  "homo_ev": -10.82,
  "symbols": ["O", "O", "C", "C", "C", "H", "H"],
  "xyz": [[-2.8377, 1.4072, -0.3182], [-1.9278, -0.2404, 0.9484], [1.7654, -0.3403, -0.2517], [0.9914, -0.9700, 0.5935], [-2.3868, 0.5649, 0.3028], [2.6698, 0.1084, 0.0312], [1.7257, -0.5298, -1.3061]],
  "mulliken_charge": [-0.354, -0.289, -0.568, 0.032, 0.639, 0.272, 0.268]
}

***

{
  "formula": "C4H8N2O",
  "method": "ωB97M-V with the def2-TZVPD basis set",
  "orbital_gap_ha": 0.3792,
  "fmax_ev_per_a": 4.48,
  "multiplicity": 1,
  "de_lowest_kcal_mol": 62.7,
  "homo_ev": -9.32,
  "smiles": "NC(=O)CN1CC1",
  "symbols": ["O", "N", "N", "C", "C", "C", "C", "H", "H", "H", "H", "H", "H", "H", "H"],
  "xyz": [[-2.5164, 0.1165, 0.7238], [1.0093, 0.3581, 0.0568], [-0.8981, -1.4648, 1.1719], [-0.2485, 0.8423, 0.5865], [1.3058, 0.9778, -1.2208], [-1.3396, -0.1712, 0.8184], [0.8513, -0.4203, -1.1965], [-1.5750, -2.1921, 1.4160], [1.5167, -1.2561, -1.4325], [0.0038, 1.2172, 1.5811], [0.0094, -1.5927, 1.6094], [-0.3258, -0.8834, -1.2284], [2.3728, 1.0570, -1.4011], [0.6421, 1.7623, -1.5716], [-0.8077, 1.6494, 0.0870]],
  "mulliken_charge": [-0.594, -0.311, -0.357, -0.385, -0.251, 0.363, -0.305, 0.226, 0.205, 0.306, 0.242, 0.162, 0.237, 0.248, 0.215]
}

***

no.,E_tot (eV)
1,-70329.0391
2,-15448.5609
3,-11619.2486
4,-233415.7061
5,-7234.8035
6,-9303.6743